Entry 1:
Molecular formula: C37H53AlFNO2SeSi
Method: DFT, ωB97M-V/def2-TZVPD

## Properties
**Frontier orbital gap**: 8.5 eV
**Energy relative to the best compared isomer or geometry (same formula, charge and spin)**: 55.3 kcal/mol

Structure (ORCA input):
```
! RIJCOSX wB97M-V def2-TZVPD def2/J DEFGRID3
* xyz 0 1
Al 1.72 -0.53 1.06
C -5.14 -1.62 0.01
C -4.90 -0.65 1.19
C -5.34 0.71 0.63
C -5.85 -1.07 2.30
C -3.45 -0.55 1.60
C -2.52 -1.39 1.05
C -1.17 -1.21 1.26
Se 0.14 -2.29 0.39
C 0.05 -1.35 -1.31
C -0.92 -1.73 -2.22
C -1.23 -0.94 -3.29
C -0.50 0.24 -3.37
C 0.55 0.63 -2.56
C 0.83 -0.22 -1.48
O 1.67 0.17 -0.52
C 1.25 1.95 -2.72
C 0.80 2.97 -1.68
C 0.85 2.63 -4.05
C 2.79 1.87 -2.69
C -2.19 -1.33 -4.40
C -1.29 -1.49 -5.73
C -3.24 -0.20 -4.63
C -2.98 -2.69 -4.17
C -0.72 -0.17 2.08
O 0.52 0.18 2.15
C -1.67 0.63 2.77
C -3.01 0.46 2.46
C -1.22 1.84 3.64
C -0.33 2.76 2.77
C -0.34 1.31 4.84
C -2.38 2.67 4.30
H -6.24 -1.68 -0.12
H -4.86 -2.63 0.15
H -4.60 -1.30 -0.89
H -6.30 0.79 0.10
H -4.66 1.08 -0.13
H -5.29 1.54 1.32
H -6.90 -1.11 2.11
H -5.64 -0.42 3.20
H -5.55 -2.05 2.67
H -2.84 -2.15 0.33
H -1.58 -2.61 -1.97
H -0.79 0.94 -4.12
H -0.28 2.97 -1.51
H 1.11 3.93 -2.01
H 1.30 2.87 -0.76
H -0.14 3.00 -4.15
H 0.88 2.04 -4.96
H 1.55 3.53 -4.13
H 3.10 1.44 -1.76
H 3.25 2.85 -2.80
H 3.22 1.35 -3.52
H -0.58 -0.64 -5.78
H -1.85 -1.62 -6.70
H -0.74 -2.42 -5.62
H -2.75 0.69 -4.99
H -3.65 -0.01 -3.62
H -3.97 -0.52 -5.34
H -2.29 -3.55 -4.07
H -3.82 -2.71 -4.94
H -3.58 -2.65 -3.30
H -3.64 1.19 2.91
H 0.45 2.34 2.14
H 0.11 3.48 3.45
H -0.94 3.36 2.05
H 0.65 0.93 4.53
H -0.85 0.49 5.36
H -0.11 2.12 5.56
H -3.08 2.87 3.50
H -2.07 3.56 4.79
H -2.97 2.00 4.93
C 3.14 1.75 2.67
Si 4.30 0.36 2.43
C 5.93 0.96 1.59
C 4.84 -0.18 4.09
N 3.47 -0.82 1.42
C 4.12 -1.89 0.79
C 4.12 -1.99 -0.64
C 4.60 -3.16 -1.27
C 5.13 -4.24 -0.50
C 5.18 -4.10 0.90
C 4.76 -2.92 1.47
F 4.71 -2.86 2.83
H 3.68 2.50 3.21
H 2.21 1.65 3.18
H 3.03 2.21 1.71
H 6.51 1.62 2.24
H 5.79 1.49 0.64
H 6.50 0.11 1.37
H 4.97 0.63 4.74
H 5.79 -0.73 3.94
H 4.12 -0.87 4.50
H 3.72 -1.13 -1.17
H 4.70 -3.19 -2.31
H 5.29 -5.21 -1.00
H 5.54 -4.89 1.57
*
```

Table of Mulliken atomic charges, one value per atom, all in e:
1. Al -2.655
2. C -2.262
3. C 2.316
4. C -1.684
5. C -1.778
6. C -0.461
7. C -0.553
8. C -0.123
9. Se 0.321
10. C 0.640
11. C -0.488
12. C -0.087
13. C -0.684
14. C -0.691
15. C -0.382
16. O 1.430
17. C 2.703
18. C -1.509
19. C -2.327
20. C -1.828
21. C 1.545
22. C -1.362
23. C -1.589
24. C -1.653
25. C 0.400
26. O 0.054
27. C -0.194
28. C -0.519
29. C 2.422
30. C -1.245
31. C -1.388
32. C -2.209
33. H 0.477
34. H 0.452
35. H 0.352
36. H 0.403
37. H 0.374
38. H 0.367
39. H 0.459
40. H 0.268
41. H 0.406
42. H 0.183
43. H 0.284
44. H 0.515
45. H 0.264
46. H 0.569
47. H 0.190
48. H 0.436
49. H 0.479
50. H 0.392
51. H 0.114
52. H 0.489
53. H 0.454
54. H 0.305
55. H 0.352
56. H 0.362
57. H 0.311
58. H 0.251
59. H 0.562
60. H 0.341
61. H 0.348
62. H 0.331
63. H 0.624
64. H -0.027
65. H 0.429
66. H 0.242
67. H 0.125
68. H 0.343
69. H 0.422
70. H 0.527
71. H 0.429
72. H 0.459
73. C -0.863
74. Si 0.203
75. C -1.249
76. C -1.224
77. N 1.660
78. C -0.466
79. C 0.126
80. C -0.977
81. C -0.583
82. C -0.649
83. C 0.697
84. F -0.300
85. H 0.664
86. H 0.103
87. H 0.209
88. H 0.383
89. H 0.305
90. H 0.433
91. H 0.495
92. H 0.272
93. H 0.291
94. H 0.359
95. H 0.519
96. H 0.340
97. H 0.427

Entry 2:
Molecular formula: C37H53GeN4O2SbSeSr
Method: DFT, ωB97M-V/def2-TZVPD

## Properties
**Frontier orbital gap**: 5.1 eV
**Energy relative to the best compared isomer or geometry (same formula, charge and spin)**: 78.7 kcal/mol

Structure (ORCA input):
```
! RIJCOSX wB97M-V def2-TZVPD def2/J DEFGRID3
* xyz 0 1
Sr 0.89 0.23 0.64
C -2.68 1.15 1.98
C -1.60 2.18 2.03
C -1.87 3.51 2.37
C -0.88 4.46 2.28
C 0.40 4.08 1.87
C 0.62 2.74 1.60
N -0.35 1.82 1.69
Sb 2.74 2.26 1.43
C 2.60 0.39 2.49
C 2.89 0.54 3.83
C 3.12 -0.59 4.61
C 3.09 -1.82 3.99
C 2.79 -1.92 2.63
C 2.65 -3.25 1.98
N 2.55 -0.82 1.90
C 2.83 1.46 -0.59
C 3.41 2.37 -1.46
C 3.88 1.91 -2.69
C 3.77 0.57 -2.99
C 3.18 -0.29 -2.07
C 3.04 -1.77 -2.35
N 2.73 0.15 -0.90
H -3.55 1.46 2.55
H -2.32 0.19 2.35
H -2.96 1.02 0.93
H -2.86 3.77 2.71
H -1.09 5.49 2.53
H 1.19 4.81 1.79
H 2.93 1.53 4.28
H 3.32 -0.51 5.67
H 3.29 -2.72 4.55
H 3.25 -4.01 2.48
H 2.92 -3.19 0.93
H 1.60 -3.50 2.05
H 3.49 3.42 -1.20
H 4.33 2.60 -3.39
H 4.13 0.19 -3.94
H 3.98 -2.28 -2.12
H 2.81 -1.95 -3.40
H 2.26 -2.20 -1.73
C -0.37 0.94 5.62
C -1.02 -0.20 4.88
C -2.19 -0.80 5.37
C -2.79 -1.82 4.63
C -4.06 -2.45 5.12
C -2.24 -2.25 3.42
C -1.04 -1.68 2.88
C -0.49 -0.66 3.70
N -0.38 -1.93 1.73
C -0.89 -2.95 0.79
C 0.13 -3.02 -0.37
C -2.25 -2.55 0.18
C -0.95 -4.38 1.36
H -0.99 1.28 6.45
H -0.19 1.79 4.96
H 0.60 0.65 6.04
H -2.63 -0.46 6.30
H -4.29 -2.16 6.14
H -4.00 -3.54 5.09
H -4.91 -2.16 4.49
H -2.79 -3.00 2.88
H 0.37 -0.20 3.25
H -0.34 -3.43 -1.27
H 0.50 -2.03 -0.60
H 0.97 -3.67 -0.12
H -2.12 -1.63 -0.40
H -3.00 -2.36 0.95
H -2.63 -3.33 -0.49
H -0.02 -4.61 1.87
H -1.08 -5.10 0.54
H -1.76 -4.55 2.06
C -0.57 2.29 -7.74
Ge -0.42 1.63 -5.91
C 0.67 0.01 -5.95
C -2.20 1.30 -5.21
C 0.59 2.97 -4.92
Se 0.50 2.88 -2.98
C -1.24 3.70 -2.75
H -1.07 1.54 -8.36
H 0.41 2.49 -8.17
H -1.16 3.21 -7.77
H 0.05 -0.87 -6.16
H 1.17 -0.15 -4.99
H 1.42 0.09 -6.74
H -2.66 0.51 -5.81
H -2.81 2.20 -5.30
H -2.17 0.97 -4.17
H 0.30 3.98 -5.22
H 1.65 2.84 -5.17
H -2.03 3.02 -3.06
H -1.27 4.64 -3.32
H -1.37 3.90 -1.69
C -0.83 -1.27 -3.01
O -1.60 -0.19 -2.55
C -1.22 0.37 -1.28
O -1.90 1.36 -1.05
H -0.75 -1.19 -4.10
H -1.31 -2.22 -2.77
H 0.17 -1.26 -2.58
*
```

Here are the Mulliken charges for atoms 1 to 99, given in e:
1. Sr 0.275
2. C -0.860
3. C 0.355
4. C -0.830
5. C -0.750
6. C -0.740
7. C 0.384
8. N 0.472
9. Sb 0.913
10. C 0.390
11. C -1.004
12. C -0.834
13. C -0.770
14. C 0.666
15. C -0.998
16. N 0.330
17. C 1.119
18. C -0.920
19. C -0.550
20. C -0.625
21. C 0.242
22. C -1.245
23. N 0.153
24. H 0.478
25. H -0.087
26. H 0.062
27. H 0.536
28. H 0.463
29. H 0.478
30. H 0.482
31. H 0.431
32. H 0.471
33. H 0.592
34. H 0.114
35. H -0.206
36. H 0.297
37. H 0.436
38. H 0.520
39. H 0.383
40. H 0.372
41. H 0.069
42. C -1.353
43. C 1.303
44. C -1.126
45. C -0.035
46. C -1.661
47. C -0.663
48. C -1.441
49. C 1.232
50. N 1.559
51. C 0.765
52. C -0.410
53. C -1.476
54. C -1.668
55. H 0.391
56. H 0.157
57. H 0.235
58. H 0.293
59. H 0.396
60. H 0.356
61. H 0.277
62. H 0.469
63. H 0.454
64. H 0.685
65. H -1.216
66. H 0.447
67. H 0.093
68. H 0.179
69. H 0.480
70. H 0.306
71. H 0.446
72. H 0.343
73. C -1.237
74. Ge 0.681
75. C -0.970
76. C -0.743
77. C -1.115
78. Se 0.219
79. C -0.898
80. H 0.356
81. H 0.364
82. H 0.358
83. H 0.401
84. H -0.042
85. H 0.444
86. H 0.387
87. H 0.383
88. H -0.016
89. H 0.468
90. H 0.392
91. H 0.202
92. H 0.400
93. H 0.207
94. C -0.323
95. O -0.535
96. C 0.293
97. O -0.780
98. H 0.030
99. H 0.191

Entry 3:
Molecular formula: C37H53KN11O5PSe2
Method: DFT, ωB97M-V/def2-TZVPD

## Properties
**Frontier orbital gap**: 4.2 eV
**Energy relative to the best compared isomer or geometry (same formula, charge and spin)**: 88.1 kcal/mol

Structure (ORCA input):
```
! RIJCOSX wB97M-V def2-TZVPD def2/J DEFGRID3
* xyz 0 1
K -0.12 0.23 1.03
N -1.53 -0.11 -1.53
N -1.64 1.27 -1.75
C -2.02 2.09 -0.76
N -2.21 3.39 -1.02
N -2.29 1.49 0.40
N -2.37 2.22 1.55
O -2.48 1.54 2.55
O -2.30 3.45 1.58
H -0.72 -0.50 -2.04
H -2.39 -0.54 -1.87
H -1.55 1.65 -2.68
H -1.85 3.78 -1.88
H -2.31 3.99 -0.21
C 3.58 -2.16 0.53
O 3.23 -2.15 -0.85
C 2.17 -1.36 -1.26
O 1.66 -0.65 -0.38
H 4.01 -1.20 0.84
H 4.32 -2.94 0.66
H 2.71 -2.35 1.17
C -3.32 -2.62 -0.09
O -3.70 -1.33 0.40
H -4.11 -2.95 -0.76
H -3.21 -3.34 0.73
H -2.38 -2.57 -0.63
H -2.90 -0.87 0.71
Se 1.30 4.27 -0.44
N 1.41 5.28 1.02
C 1.21 4.48 2.04
C 1.23 4.88 3.41
C 1.03 3.92 4.34
C 0.81 2.57 3.93
N 0.76 2.14 2.70
C 0.97 3.09 1.73
N 0.97 2.77 0.46
H 1.41 5.92 3.66
H 1.03 4.13 5.40
H 0.66 1.82 4.70
N 2.07 -0.71 3.23
C 2.99 -0.54 4.26
C 4.28 -0.07 4.00
C 5.20 0.06 5.02
C 4.87 -0.28 6.32
C 3.59 -0.76 6.59
C 2.66 -0.89 5.57
H 1.10 -0.65 3.54
H 2.25 -0.13 2.42
H 4.55 0.20 2.98
H 6.19 0.43 4.79
H 5.60 -0.19 7.12
H 3.32 -1.03 7.60
H 1.67 -1.27 5.78
C -1.45 -2.83 -4.39
C -0.48 -1.81 -5.01
C -1.31 -0.52 -5.21
C -0.09 -2.38 -6.38
P 0.79 -1.50 -3.59
C 1.54 -3.17 -3.61
C 1.15 -4.05 -2.60
C 1.62 -5.35 -2.57
C 2.51 -5.80 -3.54
C 2.92 -4.93 -4.54
C 2.43 -3.63 -4.58
C 2.08 -0.25 -4.26
C 1.67 1.09 -3.63
C 3.53 -0.53 -3.82
C 2.11 -0.09 -5.78
H -2.40 -2.83 -4.94
H -1.67 -2.61 -3.34
H -1.04 -3.84 -4.44
H -1.99 -0.64 -6.06
H -0.70 0.36 -5.40
H -1.92 -0.32 -4.32
H -1.00 -2.64 -6.93
H 0.49 -3.30 -6.26
H 0.48 -1.70 -7.00
H 0.49 -3.69 -1.82
H 1.31 -6.01 -1.77
H 2.89 -6.81 -3.51
H 3.61 -5.27 -5.30
H 2.75 -2.97 -5.38
H 1.57 0.99 -2.55
H 0.72 1.46 -4.04
H 2.43 1.85 -3.85
H 3.67 -0.36 -2.76
H 4.19 0.15 -4.37
H 3.84 -1.55 -4.03
H 1.15 0.17 -6.22
H 2.47 -1.00 -6.28
H 2.82 0.71 -6.03
C -2.42 -2.41 6.17
N -3.34 -2.12 5.10
C -3.01 -1.93 3.79
Se -1.31 -2.04 3.08
N -4.15 -1.67 3.13
C -5.23 -1.69 3.99
C -6.59 -1.49 3.80
C -7.40 -1.58 4.92
C -6.88 -1.87 6.18
C -5.52 -2.07 6.38
C -4.71 -1.97 5.26
H -1.42 -2.48 5.75
H -2.68 -3.36 6.64
H -2.45 -1.62 6.92
H -4.17 -1.52 2.11
H -6.99 -1.27 2.82
H -8.47 -1.43 4.81
H -7.55 -1.93 7.03
H -5.12 -2.29 7.35
*
```

Here are the Mulliken charges for atoms 1 to 99, given in e:
1. K 1.044
2. N 0.509
3. N -0.145
4. C 0.320
5. N -0.387
6. N -0.442
7. N 1.113
8. O -0.577
9. O -0.802
10. H -1.080
11. H 0.455
12. H 0.151
13. H 0.201
14. H 0.273
15. C -0.605
16. O -0.207
17. C -0.379
18. O -0.807
19. H 0.161
20. H 0.334
21. H 0.232
22. C -0.070
23. O -0.583
24. H 0.279
25. H 0.268
26. H -0.214
27. H 0.156
28. Se 0.253
29. N -0.864
30. C 0.692
31. C -0.633
32. C -0.770
33. C -0.412
34. N 0.322
35. C 0.230
36. N -0.097
37. H 0.471
38. H 0.416
39. H 0.442
40. N -0.021
41. C 0.289
42. C -0.315
43. C -0.655
44. C -0.491
45. C -0.540
46. C -0.174
47. H -0.041
48. H -0.098
49. H 0.322
50. H 0.378
51. H 0.372
52. H 0.380
53. H 0.450
54. C -2.078
55. C 2.348
56. C -1.596
57. C -1.715
58. P 1.080
59. C 0.643
60. C -0.695
61. C -0.635
62. C -0.737
63. C -0.895
64. C -0.275
65. C 2.316
66. C -1.747
67. C -1.566
68. C -1.952
69. H 0.541
70. H 0.272
71. H 0.385
72. H 0.547
73. H 0.254
74. H 0.133
75. H 0.555
76. H 0.278
77. H 0.294
78. H 0.331
79. H 0.438
80. H 0.367
81. H 0.446
82. H 0.218
83. H 0.087
84. H 0.117
85. H 0.489
86. H 0.241
87. H 0.545
88. H 0.265
89. H 0.462
90. H 0.245
91. H 0.537
92. C -0.908
93. N 0.312
94. C -0.159
95. Se -0.274
96. N 0.301
97. C 0.183
98. C -0.539
99. C -0.545

Entry 4:
Molecular formula: C37H54BMnN7S3Se2
Method: DFT, ωB97M-V/def2-TZVPD

## Properties
**Frontier orbital gap (alpha / beta)**: 5.3 / 6.5 eV
**Energy relative to the best compared isomer or geometry (same formula, charge and spin)**: 0.0 kcal/mol

Structure (ORCA input):
```
! RIJCOSX wB97M-V def2-TZVPD def2/J DEFGRID3
* xyz 0 6
Mn -0.73 2.30 -0.41
C 1.44 0.47 3.89
C 1.43 0.01 2.46
C 2.57 -0.60 1.92
C 2.55 -1.00 0.58
N 1.50 -0.86 -0.19
N 0.40 -0.25 0.33
B -0.70 0.05 -0.60
N -2.11 -0.46 -0.19
N -2.09 -1.60 0.50
C -3.20 -2.05 1.03
C -4.42 -1.39 0.79
C -4.45 -0.23 0.07
C -5.72 0.52 -0.18
C -3.20 0.29 -0.37
S -3.10 1.87 -1.05
C -3.03 -3.26 1.94
C -2.11 -2.84 3.10
C -2.39 -4.40 1.16
C -4.37 -3.73 2.51
N -0.38 -0.43 -2.04
N -0.56 -1.75 -2.22
C -0.19 -2.29 -3.35
C 0.39 -1.50 -4.37
C 0.57 -0.17 -4.20
C 1.18 0.71 -5.24
C 0.16 0.39 -2.94
S 0.33 2.06 -2.65
C -0.41 -3.78 -3.53
C -0.94 -4.41 -2.24
C -1.43 -3.98 -4.66
C 0.91 -4.46 -3.91
C 0.32 0.19 1.66
S -1.12 1.08 2.07
C 3.77 -1.65 -0.08
C 4.16 -2.90 0.71
C 3.47 -2.04 -1.52
C 4.93 -0.65 -0.06
H 1.43 -0.38 4.57
H 0.58 1.10 4.11
H 2.35 1.03 4.10
H 3.44 -0.76 2.53
H -5.34 -1.80 1.19
H -6.58 -0.07 0.14
H -5.82 0.76 -1.24
H -5.70 1.47 0.35
H -1.14 -2.51 2.71
H -1.96 -3.68 3.78
H -2.54 -2.01 3.66
H -1.43 -4.09 0.75
H -3.02 -4.73 0.34
H -2.22 -5.25 1.83
H -4.86 -2.95 3.10
H -4.20 -4.58 3.17
H -5.06 -4.05 1.73
H 0.70 -1.97 -5.30
H 1.45 0.12 -6.12
H 2.07 1.21 -4.85
H 0.48 1.50 -5.53
H -1.94 -4.05 -2.01
H -0.31 -4.16 -1.39
H -0.98 -5.49 -2.36
H -2.36 -3.46 -4.44
H -1.65 -5.04 -4.77
H -1.05 -3.62 -5.61
H 1.65 -4.34 -3.11
H 1.33 -4.05 -4.83
H 0.75 -5.52 -4.06
H 3.33 -3.61 0.76
H 4.46 -2.67 1.73
H 5.00 -3.40 0.22
H 2.64 -2.74 -1.58
H 4.36 -2.51 -1.96
H 3.21 -1.17 -2.12
H 5.18 -0.34 0.95
H 4.67 0.24 -0.64
H 5.82 -1.10 -0.50
C 4.53 3.10 0.56
Se 2.96 2.98 -0.59
C 1.82 4.12 0.54
C 1.21 5.34 -0.16
Se -0.36 4.94 -1.27
C -1.54 6.30 -0.55
H 4.33 2.64 1.53
H 4.85 4.13 0.67
H 5.33 2.54 0.07
H 2.52 4.52 1.28
H 1.18 2.46 1.55
H 1.97 5.82 -0.78
H 0.86 6.05 0.59
H -1.16 7.28 -0.82
H -1.64 6.20 0.52
H -2.51 6.15 -1.03
N 0.78 3.32 1.19
C 0.18 4.05 2.29
C 0.94 4.38 3.40
C 0.38 5.09 4.45
C -0.95 5.48 4.39
C -1.71 5.14 3.28
C -1.15 4.43 2.24
H 1.98 4.06 3.46
H 0.98 5.33 5.32
H -1.40 6.03 5.21
H -2.76 5.42 3.24
H -1.76 4.13 1.39
*
```

Here are the Mulliken charges for atoms 1 to 99, given in e:
1. Mn -0.016
2. C -1.969
3. C 0.191
4. C -0.306
5. C 0.418
6. N -0.387
7. N 0.845
8. B -0.704
9. N 0.562
10. N 0.085
11. C -0.242
12. C -0.533
13. C 0.258
14. C -1.776
15. C 0.476
16. S -0.500
17. C 2.453
18. C -1.508
19. C -1.555
20. C -2.419
21. N 0.588
22. N -0.384
23. C 0.067
24. C -0.640
25. C 0.294
26. C -1.845
27. C 0.982
28. S -0.744
29. C 2.571
30. C -2.116
31. C -1.870
32. C -1.651
33. C 0.159
34. S -0.443
35. C 2.264
36. C -1.902
37. C -1.951
38. C -1.650
39. H 0.409
40. H 0.300
41. H 0.389
42. H 0.485
43. H 0.541
44. H 0.376
45. H 0.369
46. H 0.331
47. H 0.163
48. H 0.445
49. H 0.385
50. H 0.178
51. H 0.366
52. H 0.472
53. H 0.444
54. H 0.425
55. H 0.438
56. H 0.355
57. H 0.406
58. H 0.332
59. H 0.346
60. H 0.364
61. H 0.253
62. H 0.495
63. H 0.379
64. H 0.467
65. H 0.350
66. H 0.292
67. H 0.365
68. H 0.490
69. H 0.353
70. H 0.342
71. H 0.469
72. H 0.190
73. H 0.559
74. H 0.231
75. H 0.330
76. H 0.141
77. H 0.498
78. C -1.174
79. Se 0.391
80. C -0.813
81. C -1.409
82. Se 0.307
83. C -1.008
84. H 0.285
85. H 0.397
86. H 0.444
87. H 0.611
88. H -0.634
89. H 0.618
90. H 0.502
91. H 0.335
92. H 0.285
93. H 0.376
94. N 1.320
95. C 0.228
96. C -0.088
97. C -0.896
98. C -0.646
99. C -1.057